Computed, not measured: a molecular structure, CH3I2NS at a distorted geometry, with the ωB97M-V functional and the def2-TZVPD basis.

Geometry as ORCA input:
```
! RIJCOSX wB97M-V def2-TZVPD def2/J DEFGRID3
* xyz 0 1
C -0.06284 -0.07219 0.12765
N -1.27852 -0.46391 2.39619
S -1.47853 -0.82700 0.99124
I -3.21564 1.56032 0.91154
I -2.44789 -1.25221 3.94421
H 0.85912 -0.17686 0.64753
H -0.37978 1.01541 0.35289
H -0.08838 -0.16219 -0.92284
*
```

Properties
HOMO level (alpha / beta) = -8.61 / -8.33 eV
ΔE to the lowest compared entry with this formula, charge and spin = 39.4 kcal/mol


Computed, not measured: a molecular structure, C19H17BN6Pt at a distorted geometry, with the ωB97M-V functional and the def2-TZVPD basis.

Geometry as ORCA input:
```
! RIJCOSX wB97M-V def2-TZVPD def2/J DEFGRID3
* xyz 2 1
Pt -0.02064 -0.51828 -0.13955
C -2.05484 2.35609 -2.29853
C -1.73092 1.74441 -1.10009
N -0.94780 0.69164 -1.36763
N -0.76516 0.59508 -2.70355
C -1.42733 1.60252 -3.27968
B 0.07387 -0.58245 -3.27844
N -0.62092 -1.83041 -2.69628
C -1.17544 -2.91618 -3.24531
C -1.69789 -3.70780 -2.23515
C -1.42993 -3.02894 -1.05752
N -0.76466 -1.90442 -1.36045
N 1.49167 -0.49967 -2.66766
C 2.70544 -0.46297 -3.23098
C 3.66427 -0.39824 -2.23283
C 2.95249 -0.39396 -1.04561
N 1.64018 -0.45789 -1.32137
H -2.66879 3.22911 -2.43366
H -2.01910 1.98347 -0.08898
H -1.41577 1.71185 -4.35207
H 0.09910 -0.58988 -4.46743
H -1.16492 -3.05202 -4.31456
H -2.21199 -4.64729 -2.33634
H -1.67127 -3.27905 -0.03725
H 2.80713 -0.48239 -4.30409
H 4.73254 -0.35491 -2.35134
H 3.29850 -0.34834 -0.02613
C 0.08091 3.23816 4.22340
C 0.29499 3.30135 2.85188
C 0.30577 2.14600 2.06540
C 0.09421 0.89804 2.62993
C 0.06740 -0.32995 1.85226
C -0.01348 -1.57427 2.57824
C -0.20191 -1.61350 3.93266
C -0.24301 -0.41175 4.66139
C -0.09580 0.83142 4.04138
C -0.11062 2.00556 4.82057
H 0.07325 4.14071 4.81834
H 0.45879 4.26182 2.38100
H 0.51603 2.23295 1.00507
H 0.03963 -2.51061 2.03612
H -0.30726 -2.55848 4.44773
H -0.36577 -0.44736 5.73800
H -0.27098 1.93083 5.88910
*
```

Properties
HOMO level (alpha / beta) = -14.75 / -14.75 eV